(i)
The following is a quantum chemistry calculation of C21H27N3O2S in the gas phase, from the OMol25 dataset.

Properties
* M: 385.533 g/mol
* SMILES: CCCCN(CC)CCNC(=O)c1cc2c(=O)[nH]c3ccc(C)cc3c2s1
* LUMO energy: -0.008 Eh
* net charge: 0
* HOMO energy: -8.20 eV
* Kohn-Sham gap: 8.0 eV

Positions of all 54 atoms, in Å:
C (-0.6234, 1.0141, -1.5724)
C (-1.9373, 0.7366, -2.2926)
C (-2.9031, -0.1194, -1.4732)
H (-3.7052, -0.4622, -2.1312)
H (-2.3730, -1.0004, -1.1044)
C (-3.5200, 0.6585, -0.2991)
N (-4.5940, -0.0017, 0.4241)
C (-4.1977, -1.1863, 1.1604)
H (-5.0967, -1.5624, 1.6570)
C (-3.1501, -0.9032, 2.2449)
N (-1.7940, -1.0897, 1.7852)
C (-0.8480, -0.1275, 1.8572)
O (-1.0558, 0.9913, 2.2937)
C (0.4795, -0.5094, 1.3486)
C (0.9650, -1.6750, 0.8292)
C (2.3182, -1.5701, 0.4429)
C (2.8454, -0.3082, 0.6785)
C (4.1974, 0.0172, 0.3637)
C (4.7710, 1.2724, 0.5839)
C (6.0878, 1.5215, 0.2591)
C (6.8472, 0.4879, -0.2997)
C (6.3061, -0.7569, -0.5276)
C (4.9742, -1.0137, -0.2007)
N (4.4171, -2.2501, -0.4214)
C (3.1211, -2.6326, -0.1439)
O (2.7399, -3.7613, -0.3872)
H (5.0044, -2.9676, -0.8295)
H (6.9068, -1.5437, -0.9602)
H (7.8796, 0.6740, -0.5566)
C (6.7104, 2.8631, 0.4931)
H (7.0802, 3.2778, -0.4436)
H (5.9911, 3.5556, 0.9210)
H (7.5563, 2.7741, 1.1734)
H (4.1544, 2.0463, 1.0171)
S (1.6769, 0.7499, 1.3775)
H (0.4149, -2.5913, 0.7111)
H (-1.5541, -1.9944, 1.4145)
H (-3.2381, 0.1290, 2.5879)
H (-3.3269, -1.5739, 3.0934)
H (-3.8276, -1.9951, 0.5027)
C (-5.8045, -0.2422, -0.3458)
C (-6.3899, 1.0301, -0.9470)
H (-5.8084, 1.3780, -1.7963)
H (-7.4030, 0.8333, -1.2896)
H (-6.4212, 1.8128, -0.1941)
H (-5.6538, -0.9912, -1.1440)
H (-6.5381, -0.6590, 0.3519)
H (-3.9191, 1.6022, -0.6751)
H (-2.7480, 0.9112, 0.4259)
H (-1.7190, 0.2203, -3.2315)
H (-2.4216, 1.6834, -2.5427)
H (0.0243, 1.6308, -2.1920)
H (-0.1040, 0.0808, -1.3622)
H (-0.7935, 1.5363, -0.6347)


(ii)
The following is a quantum chemistry calculation of C21H27N3O2S in the gas phase, from the OMol25 dataset.

Properties
* M: 385.533 g/mol
* LUMO energy: 0.021 Eh
* net charge: 0
* HOMO energy: -8.60 eV
* Kohn-Sham gap: 9.2 eV

Positions of all 54 atoms, in Å:
C (-1.2814, -5.0739, -0.0409)
C (-0.1891, -4.0544, 0.0537)
C (-0.3744, -2.8924, 0.7941)
C (0.6144, -1.9304, 0.8718)
C (1.8111, -2.1106, 0.1840)
C (2.0202, -3.2818, -0.5353)
C (1.0269, -4.2397, -0.5942)
H (1.1972, -5.1455, -1.1570)
H (2.9665, -3.4240, -1.0320)
N (2.8217, -1.1400, 0.2227)
C (2.6835, 0.2223, 0.1481)
C (3.9559, 0.7457, 0.1943)
C (4.7972, -0.3801, 0.2885)
N (4.1162, -1.5050, 0.2860)
C (6.2473, -0.1156, 0.3308)
H (6.8244, -0.7358, -0.3512)
H (6.6552, -0.1903, 1.3383)
S (6.4232, 1.6736, -0.2139)
O (6.5657, 1.6359, -1.6686)
C (4.6180, 2.0613, 0.1114)
H (4.2672, 2.6775, -0.7139)
H (4.5515, 2.6275, 1.0390)
N (1.4423, 0.8128, -0.0265)
C (1.1081, 2.0869, 0.3500)
O (1.8758, 2.8367, 0.9030)
C (-0.3369, 2.4099, 0.0271)
H (-0.4543, 3.4925, 0.0137)
H (-0.5787, 2.0156, -0.9604)
C (-1.2537, 1.7925, 1.0948)
H (-1.2493, 2.4437, 1.9706)
H (-0.8485, 0.8271, 1.4103)
C (-2.7013, 1.5645, 0.6413)
C (-3.3597, 2.8374, 0.1100)
C (-4.8256, 2.5767, -0.2269)
C (-4.9472, 1.4552, -1.2542)
C (-4.2794, 0.1842, -0.7382)
C (-2.8146, 0.4503, -0.4021)
H (-2.3495, -0.4641, -0.0236)
H (-2.2934, 0.7381, -1.3178)
H (-4.3494, -0.6055, -1.4895)
H (-4.8003, -0.1603, 0.1582)
H (-5.9994, 1.2603, -1.4702)
H (-4.4666, 1.7638, -2.1856)
H (-5.2837, 3.4881, -0.6160)
H (-5.3627, 2.2947, 0.6818)
H (-3.2852, 3.6302, 0.8571)
H (-2.8415, 3.1729, -0.7900)
H (-3.2602, 1.2414, 1.5283)
H (0.7232, 0.2198, -0.4188)
H (0.4731, -1.0602, 1.4958)
H (-1.3013, -2.7453, 1.3300)
H (-1.7699, -5.2066, 0.9221)
H (-2.0369, -4.7457, -0.7555)
H (-0.8919, -6.0320, -0.3744)


What should be chosen as the most stable of them? Choose (i).


(i)
The following is a quantum chemistry calculation of 3 unconnected molecules or ions with the total composition C9H18O9, from the OMol25 dataset.

Properties
* M: 270.234 g/mol
* SMILES: COC(=O)OC.COC(=O)OC.COC(=O)OC
* LUMO energy: 0.026 Eh
* net charge: 0
* HOMO energy: -10.41 eV
* Kohn-Sham gap: 11.1 eV

Positions of all 36 atoms, in Å:
C (-17.7614, 16.3749, 17.6248)
O (-16.9229, 17.5026, 17.6460)
C (-16.9232, 18.1994, 18.7820)
O (-17.5788, 17.9486, 19.7573)
O (-16.0896, 19.2181, 18.6393)
C (-15.9566, 20.0594, 19.7914)
H (-18.7168, 16.5605, 18.1273)
H (-17.3186, 15.5263, 18.1530)
H (-17.9642, 16.0890, 16.5985)
H (-16.8680, 20.6359, 19.9463)
H (-15.1058, 20.7016, 19.5965)
H (-15.7701, 19.4703, 20.6865)
C (-15.9374, 17.0049, 22.3759)
O (-15.0958, 15.8753, 22.6469)
C (-14.1620, 16.0782, 23.5591)
O (-14.0395, 17.0601, 24.2388)
O (-13.3663, 15.0091, 23.6036)
C (-12.2880, 15.0952, 24.5264)
H (-16.5290, 17.1837, 23.2783)
H (-16.5617, 16.7776, 21.5257)
H (-15.3375, 17.8951, 22.2061)
H (-11.4926, 15.7199, 24.1148)
H (-11.9224, 14.0908, 24.7040)
H (-12.6134, 15.5539, 25.4599)
C (-12.2360, 17.8678, 18.0112)
O (-13.1463, 16.8060, 18.1856)
C (-13.7657, 16.7644, 19.3702)
O (-13.6555, 17.5884, 20.2311)
O (-14.5752, 15.7176, 19.4976)
C (-14.6647, 14.7386, 18.4560)
H (-12.6786, 18.8285, 18.2796)
H (-11.9667, 17.9057, 16.9597)
H (-11.3411, 17.7202, 18.6160)
H (-13.7858, 14.0986, 18.4660)
H (-14.8312, 15.2128, 17.4928)
H (-15.5366, 14.1271, 18.6807)


(ii)
The following is a quantum chemistry calculation of 3 unconnected molecules or ions with the total composition C9H18O9, from the OMol25 dataset.

Properties
* M: 270.234 g/mol
* SMILES: COC(=O)OC.COC(=O)OC.COC(=O)OC
* LUMO energy: 0.024 Eh
* net charge: 0
* HOMO energy: -10.73 eV
* Kohn-Sham gap: 11.4 eV

Positions of all 36 atoms, in Å:
C (-1.4879, -0.5206, -2.0900)
O (-2.2672, -1.5780, -2.7396)
C (-2.1961, -2.9234, -2.2449)
O (-1.5766, -3.1300, -1.3356)
O (-3.1490, -3.8230, -2.8833)
C (-3.1406, -5.0509, -2.4307)
H (-0.5301, -0.5611, -2.3405)
H (-1.5488, -0.4509, -1.0179)
H (-1.6276, 0.5557, -2.4092)
H (-2.9976, -5.1308, -1.2882)
H (-2.3080, -5.5891, -2.6669)
H (-3.9758, -5.5414, -2.7232)
C (2.8481, 1.1812, 2.4778)
O (3.4748, 0.7239, 1.2971)
C (4.2020, 1.5330, 0.5762)
O (4.4937, 2.5970, 1.0147)
O (4.4779, 0.9018, -0.6220)
C (5.2651, 1.5960, -1.6425)
H (2.0627, 1.8928, 2.2495)
H (3.4848, 1.7487, 3.0766)
H (2.4343, 0.3150, 2.9904)
H (5.4432, 0.7475, -2.4987)
H (6.1165, 2.0677, -1.3371)
H (4.6770, 2.5584, -1.8982)
C (-3.0073, -0.8681, 1.7987)
O (-2.6868, 0.4643, 2.2803)
C (-1.7939, 1.2841, 1.7002)
O (-0.9061, 1.0059, 0.8551)
O (-1.9018, 2.6253, 2.1523)
C (-0.9148, 3.5394, 1.8399)
H (-3.5898, -1.2429, 2.4221)
H (-2.0624, -1.4175, 1.5932)
H (-3.2483, -0.7298, 0.8972)
H (-1.0371, 4.3448, 2.4058)
H (-1.0927, 3.8496, 0.7505)
H (0.0662, 3.0253, 1.7907)


What should be chosen as the most stable of them? Choose (i).


(i)
The following is a quantum chemistry calculation of 2 unconnected molecules or ions with the total composition C8H14N2O4, from the OMol25 dataset.

Properties
* M: 202.210 g/mol
* SMILES: CNCC1=C(CNC)C(=O)OC1=O.O
* LUMO energy: -0.024 Eh
* net charge: 0
* HOMO energy: -8.57 eV
* Kohn-Sham gap: 7.9 eV

Positions of all 28 atoms, in Å:
C (-1.7631, -1.4952, -0.7349)
N (-0.3939, -1.4857, -0.0955)
C (-0.4745, -1.1728, 1.3542)
C (0.2634, 0.1696, 1.7879)
C (1.4846, 0.7451, 1.3610)
C (2.4968, 0.2008, 0.2613)
N (1.9363, 0.0989, -1.1181)
C (0.8990, 1.1285, -1.4017)
C (1.6972, 2.0788, 2.2021)
O (2.7662, 2.6970, 2.0795)
O (0.5395, 2.3545, 2.9727)
C (-0.2890, 1.1670, 2.9247)
O (-1.2518, 1.0397, 3.6881)
H (-2.3482, -2.3292, -0.1864)
H (-1.6836, -1.7186, -1.8503)
H (-2.2324, -0.4701, -0.5327)
H (0.0518, -2.4101, -0.2149)
H (-0.0345, -2.0301, 1.9626)
H (-1.5990, -1.1083, 1.6123)
H (3.0219, -0.7749, 0.5834)
H (3.3507, 0.9807, 0.2042)
H (2.6615, 0.1902, -1.8397)
H (-0.0996, 0.9346, -0.8765)
H (1.2723, 2.1742, -1.1297)
H (0.6695, 1.0518, -2.5296)
O (-3.3164, -0.7970, -3.3159)
H (-4.0582, -1.3278, -3.6309)
H (-3.5664, 0.1083, -3.5373)


(ii)
The following is a quantum chemistry calculation of C8H14N2O4 in the gas phase, from the OMol25 dataset.

Properties
* M: 202.210 g/mol
* SMILES: N[C@@H](CO)C(=O)N1CCC[C@H]1C(=O)O
* LUMO energy: 0.017 Eh
* net charge: 0
* HOMO energy: -9.70 eV
* Kohn-Sham gap: 10.1 eV

Positions of all 28 atoms, in Å:
C (-0.2015, 0.4046, -1.7671)
C (-1.1251, 0.2238, -0.5696)
C (-1.2519, 0.4207, -2.9888)
C (1.0286, 0.0881, 0.9010)
C (1.7110, -1.2655, 0.9481)
C (1.1191, 0.7187, 2.2780)
C (-0.1534, 0.1762, 2.9612)
C (-1.1958, 0.2457, 1.8565)
H (1.1503, -0.6251, -2.8192)
H (0.5774, -1.5031, -1.5387)
H (0.2717, 1.3783, -1.6756)
H (-1.7768, 1.4032, -2.8724)
H (-1.9366, -0.4442, -3.0248)
H (-0.1909, 1.3164, -4.3611)
H (1.6243, 0.5482, 0.1089)
H (1.9797, 0.2376, 2.7515)
H (1.1949, 1.8031, 2.2927)
H (-0.0235, -0.8633, 3.3106)
H (-0.4115, 0.7234, 3.8778)
H (-1.6318, 1.2772, 1.7324)
H (-1.9805, -0.5469, 2.0314)
H (-0.0348, -2.0404, 0.7267)
N (0.8977, -0.6193, -1.8818)
N (-0.4489, 0.0081, 0.6404)
O (-2.3616, 0.1980, -0.5829)
O (-0.6269, 0.4349, -4.2324)
O (2.9037, -1.4033, 1.0563)
O (0.8935, -2.2948, 0.8409)


What should be chosen as the most stable of them? Choose (ii).


(i)
The following is a quantum chemistry calculation of a molecular structure, C38H48BaIN7O4, from the OMol25 dataset.

Properties
* M: 931.079 g/mol
* LUMO energy: 0.011 Eh
* net charge: 0
* HOMO energy: -7.07 eV
* Kohn-Sham gap: 7.4 eV

Positions of all 99 atoms, in Å:
Ba (-0.3319, -0.4624, -0.6812)
O (-1.3931, 0.4900, -2.7576)
C (-1.2074, 0.7310, -4.0087)
C (-2.1530, 1.5040, -4.7353)
C (-1.9890, 1.7946, -6.0673)
C (-0.8792, 1.3212, -6.7779)
C (0.0419, 0.5524, -6.1070)
C (-0.0778, 0.2492, -4.7394)
C (0.9659, -0.6041, -4.1926)
N (1.1907, -0.9395, -2.9802)
C (2.3158, -1.8477, -2.7561)
C (2.0108, -2.8452, -1.6450)
N (2.1263, -2.2050, -0.3320)
C (1.6603, -2.8013, 0.6897)
C (0.8810, -4.0620, 0.7197)
C (1.3856, -5.2071, 1.3263)
C (0.6497, -6.3802, 1.3591)
C (-0.6208, -6.3854, 0.7861)
C (-1.1501, -5.2496, 0.2052)
C (-0.4275, -4.0366, 0.1644)
O (-0.9223, -2.9424, -0.3334)
H (-3.0169, 1.8626, -4.1876)
H (-2.7354, 2.3944, -6.5757)
H (-0.7554, 1.5450, -7.8284)
H (0.9011, 0.1602, -6.6424)
H (1.6385, -0.9994, -4.9677)
H (2.5659, -2.3975, -3.6713)
H (3.1952, -1.2662, -2.4595)
H (1.0215, -3.2849, -1.8035)
H (2.7398, -3.6598, -1.6858)
H (1.8365, -2.2903, 1.6436)
H (2.3773, -5.1780, 1.7666)
H (1.0545, -7.2721, 1.8175)
H (-1.2088, -7.2960, 0.7992)
H (-2.1414, -5.2602, -0.2329)
C (-2.4072, 2.7598, 2.6359)
O (-1.6814, 1.7830, 3.3546)
C (-2.4807, 0.7000, 3.7933)
C (-2.8844, -0.2462, 2.6790)
O (-1.7932, -0.8811, 2.0385)
C (-1.1558, -1.8583, 2.8538)
H (-3.2489, 3.1348, 3.2289)
H (-2.7957, 2.3739, 1.6891)
H (-1.7235, 3.5836, 2.4353)
H (-3.3889, 1.0743, 4.2842)
H (-1.8896, 0.1734, 4.5447)
H (-3.4276, 0.2817, 1.8965)
H (-3.5584, -1.0046, 3.1002)
H (-1.9019, -2.4411, 3.4038)
H (-0.4542, -1.4028, 3.5569)
H (-0.6168, -2.5308, 2.1920)
I (-4.4900, 2.4812, -1.0620)
C (-4.6593, 0.3882, -0.9784)
C (-5.8442, -0.1780, -1.4251)
C (-5.9563, -1.5564, -1.3610)
C (-4.8975, -2.2925, -0.8563)
C (-3.7616, -1.6235, -0.4326)
N (-3.6370, -0.2893, -0.4967)
H (-6.6415, 0.4407, -1.8092)
H (-6.8598, -2.0437, -1.7042)
H (-4.9367, -3.3710, -0.7955)
H (-2.9061, -2.1739, -0.0537)
N (-0.8795, 2.5253, -0.6842)
C (0.2756, 3.2389, -1.0350)
C (0.8910, 4.0739, -0.1024)
C (2.0667, 4.7337, -0.4191)
C (2.6531, 4.5707, -1.6685)
C (2.0390, 3.7412, -2.5970)
C (0.8609, 3.0773, -2.2903)
H (-1.4686, 2.2507, -1.4640)
H (-1.4141, 2.9642, 0.0496)
H (0.4477, 4.1905, 0.8807)
H (2.5291, 5.3805, 0.3167)
H (3.5705, 5.0882, -1.9154)
H (2.4771, 3.6067, -3.5783)
H (0.3913, 2.4335, -3.0238)
C (2.6048, 0.9065, 4.9447)
C (1.2143, 1.2389, 4.4482)
N (1.0599, 0.7134, 3.1030)
C (2.0413, 0.8997, 2.1470)
N (1.6843, 0.8555, 0.9096)
C (2.7074, 1.0434, -0.1113)
C (4.0813, 0.5915, 0.3443)
C (4.3946, 1.2900, 1.6497)
N (3.3306, 1.0382, 2.6090)
C (3.6097, 1.4779, 3.9659)
H (2.7240, -0.1774, 5.0062)
H (2.7712, 1.3283, 5.9364)
H (1.0552, 2.3252, 4.4823)
H (0.4512, 0.7849, 5.0817)
H (0.1400, 0.8707, 2.7114)
H (2.7387, 2.0930, -0.4173)
H (2.4231, 0.4702, -0.9961)
H (4.8381, 0.8355, -0.4033)
H (4.0746, -0.4909, 0.4898)
H (4.5145, 2.3701, 1.4847)
H (5.3257, 0.9200, 2.0855)
H (3.6043, 2.5766, 4.0234)
H (4.6211, 1.1504, 4.2152)


(ii)
The following is a quantum chemistry calculation of a molecular structure, C38H48BaIN7O4, from the OMol25 dataset.

Properties
* M: 931.079 g/mol
* LUMO energy: 0.011 Eh
* net charge: 0
* HOMO energy: -7.14 eV
* Kohn-Sham gap: 7.4 eV

Positions of all 99 atoms, in Å:
Ba (0.0603, -0.4403, 0.2649)
O (2.2740, -0.7405, 0.3625)
C (3.3278, -0.5903, 1.0961)
C (4.6242, -0.7488, 0.5516)
C (5.7507, -0.7018, 1.3398)
C (5.6622, -0.4658, 2.7168)
C (4.4166, -0.2375, 3.2572)
C (3.2504, -0.2592, 2.4796)
C (2.0303, 0.1912, 3.1381)
N (0.9150, 0.4969, 2.5957)
C (-0.1120, 1.0663, 3.4643)
C (-1.4310, 0.3128, 3.3505)
N (-2.1477, 0.6783, 2.1206)
C (-2.9416, -0.1654, 1.5933)
C (-3.1294, -1.5924, 1.9734)
C (-4.3972, -2.0363, 2.3283)
C (-4.6303, -3.3551, 2.6898)
C (-3.5606, -4.2455, 2.6706)
C (-2.2977, -3.8339, 2.2798)
C (-2.0388, -2.5005, 1.9017)
O (-0.8606, -2.1234, 1.4773)
H (4.6943, -0.9369, -0.5130)
H (6.7233, -0.8507, 0.8850)
H (6.5489, -0.4450, 3.3345)
H (4.3208, -0.0108, 4.3146)
H (2.1433, 0.3586, 4.2188)
H (-0.2964, 2.0985, 3.1500)
H (0.2191, 1.0924, 4.5101)
H (-2.0744, 0.6228, 4.1790)
H (-1.2479, -0.7584, 3.4516)
H (-3.5520, 0.2079, 0.7714)
H (-5.2172, -1.3248, 2.3273)
H (-5.6192, -3.6799, 2.9845)
H (-3.7156, -5.2794, 2.9573)
H (-1.4684, -4.5305, 2.2505)
C (0.1213, -0.2650, -3.4891)
O (0.0583, 0.8109, -2.5674)
C (0.9114, 1.8859, -2.9312)
C (2.2856, 1.6867, -2.3265)
O (2.2308, 1.8384, -0.9250)
C (2.3501, 3.1700, -0.4802)
H (-0.2597, 0.0418, -4.4698)
H (-0.4933, -1.0788, -3.1042)
H (1.1430, -0.6388, -3.6090)
H (0.4527, 2.7902, -2.5291)
H (0.9644, 1.9852, -4.0221)
H (3.0214, 2.3697, -2.7706)
H (2.6200, 0.6617, -2.5019)
H (3.2796, 3.6232, -0.8435)
H (2.3770, 3.1403, 0.6081)
H (1.5071, 3.7928, -0.8003)
I (-2.4647, 3.9978, -3.3379)
C (-2.0948, 4.2695, -1.2888)
C (-2.6054, 5.4064, -0.6749)
C (-2.2680, 5.6185, 0.6495)
C (-1.4322, 4.7145, 1.2855)
C (-0.9944, 3.6127, 0.5749)
N (-1.3285, 3.3777, -0.6969)
H (-3.2260, 6.1003, -1.2220)
H (-2.6359, 6.4938, 1.1694)
H (-1.1292, 4.8545, 2.3138)
H (-0.3413, 2.8873, 1.0424)
N (1.4349, -2.9268, -1.6567)
C (0.6198, -3.4914, -2.6383)
C (-0.6551, -3.9537, -2.3176)
C (-1.4991, -4.4164, -3.3135)
C (-1.0954, -4.4334, -4.6424)
C (0.1782, -3.9794, -4.9620)
C (1.0295, -3.5154, -3.9722)
H (2.3949, -2.7755, -1.9218)
H (1.3488, -3.3069, -0.7257)
H (-0.9944, -3.9110, -1.2891)
H (-2.4910, -4.7574, -3.0428)
H (-1.7607, -4.7949, -5.4147)
H (0.5161, -3.9886, -5.9907)
H (2.0228, -3.1643, -4.2309)
C (-5.7786, -4.0969, -1.3046)
C (-4.3928, -4.5029, -0.8494)
N (-3.4998, -3.3604, -0.8652)
C (-3.7170, -2.1630, -1.4932)
N (-2.8658, -1.2100, -1.2975)
C (-3.0785, 0.0596, -1.9828)
C (-4.5232, 0.2867, -2.4051)
C (-4.9901, -0.9422, -3.1546)
N (-4.8428, -2.0906, -2.2863)
C (-5.6446, -3.2652, -2.5637)
H (-6.2653, -3.4970, -0.5316)
H (-6.3884, -4.9818, -1.4910)
H (-4.0145, -5.2958, -1.5076)
H (-4.4173, -4.9050, 0.1628)
H (-2.8072, -3.3064, -0.1353)
H (-2.4393, 0.1291, -2.8672)
H (-2.7489, 0.8726, -1.3258)
H (-4.6087, 1.1734, -3.0297)
H (-5.1599, 0.4274, -1.5262)
H (-4.4071, -1.0639, -4.0784)
H (-6.0423, -0.8681, -3.4364)
H (-5.2093, -3.8718, -3.3718)
H (-6.6217, -2.9218, -2.9086)


What should be chosen as the most stable of them? Choose (i).